Molecular formula: C24H32O24
Method: DFT, ωB97M-V/def2-TZVPD

Geometry as XYZ:
```
80
Properties=species:S:1:pos:R:3:forces:R:3:mulliken_charge:R:1
O 5.57259 4.34855 -4.25383 0.302 -0.149 -0.626 -0.51
C 4.79541 4.52292 -3.38386 -0.200 0.272 0.749 0.67
O 5.07192 5.15082 -2.22328 0.510 0.051 0.433 -0.36
C 4.00282 4.95100 -1.30140 -0.496 0.540 -0.082 -0.29
C 2.84922 4.60999 -2.24145 -1.232 -0.607 1.860 0.18
O 3.51193 4.12861 -3.37556 -0.504 -0.190 -1.139 -0.33
H 4.22473 4.15741 -0.58832 0.198 -0.128 -0.190 0.25
H 3.83822 5.87375 -0.74955 0.072 0.023 -0.032 0.30
H 2.09991 5.39889 -2.37003 0.775 0.529 -0.865 0.19
H 2.18708 3.84269 -1.82465 0.518 -0.420 -0.101 -0.08
O 0.43743 2.30760 -0.33114 -0.425 0.519 0.222 -0.61
C 0.32463 1.12972 -0.17863 0.855 -0.518 -0.891 0.40
O 0.45601 0.50222 0.98863 -0.493 0.156 0.835 -0.08
C 0.36114 -0.91407 0.81649 0.729 -0.280 -0.365 -0.06
C 0.24592 -1.07501 -0.69423 -0.427 -1.176 0.306 0.47
O 0.19740 0.25198 -1.19015 -0.115 0.165 -0.090 -0.29
H 1.30865 -1.34175 1.13532 -0.260 -0.021 0.451 0.15
H -0.49029 -1.33412 1.34656 0.059 0.258 0.246 0.23
H -0.64979 -1.64836 -0.94123 -0.207 0.489 -0.340 -0.29
H 1.07970 -1.66543 -1.07375 0.215 0.570 -0.368 0.18
O -2.69988 -2.01572 -2.80942 -0.231 -0.917 0.488 -0.49
C -2.90420 -3.19051 -2.92621 -0.085 0.696 0.112 0.65
O -3.66186 -3.97345 -2.11334 0.121 0.242 0.194 -0.28
C -3.59406 -5.33979 -2.56829 0.000 0.519 -0.291 -0.39
C -3.15518 -5.15360 -4.02896 -0.007 0.120 1.280 -0.36
O -2.42003 -3.93437 -3.91580 0.455 -0.071 -1.059 -0.33
H -2.82446 -5.87179 -2.00811 -0.188 -0.022 0.172 0.26
H -4.59070 -5.74445 -2.42239 0.136 -0.304 -0.066 0.32
H -4.01952 -4.97899 -4.66820 0.220 -0.319 -0.341 0.28
H -2.44753 -5.92266 -4.31927 -0.332 -0.073 -0.489 0.30
O 2.95366 -1.88605 2.53979 0.029 0.487 0.257 -0.54
C 2.54927 -2.06942 3.64548 -0.830 -0.765 -1.233 0.58
O 3.12664 -2.91195 4.50207 0.446 0.233 0.890 -0.34
C 2.33250 -3.00477 5.68282 -1.168 0.280 -0.025 -0.36
C 1.34572 -1.84601 5.52872 0.209 0.179 0.283 -0.41
O 1.33935 -1.62487 4.11019 0.708 0.018 0.259 -0.16
H 1.74706 -3.92379 5.64011 0.422 -0.264 0.142 0.27
H 2.89629 -2.90810 6.60510 0.355 -0.244 -0.205 0.32
H 1.68400 -0.93069 6.01988 -0.016 -0.026 -0.012 0.26
H 0.35972 -2.10826 5.90318 -0.106 0.098 -0.281 0.34
O -3.07516 1.28535 -1.20715 -0.315 0.728 -0.169 -0.44
C -3.03935 2.22589 -0.47018 0.730 -0.941 0.102 0.65
O -3.29244 2.09746 0.84784 0.678 0.022 0.392 -0.30
C -2.94655 3.31133 1.51852 -1.191 0.306 0.595 -0.10
C -2.37718 4.20442 0.41857 -0.283 0.188 0.764 -0.22
O -2.65247 3.47740 -0.76746 0.039 0.004 -0.483 -0.38
H -3.89456 3.63603 1.95828 0.187 0.478 -0.161 0.33
H -2.26359 3.20604 2.36226 0.156 -0.624 -0.269 -0.01
H -1.30876 4.35403 0.57648 0.061 -0.155 -0.468 0.16
H -2.87004 5.17544 0.40387 -0.006 -0.055 -0.266 0.33
O 2.85942 -2.52398 -2.78347 0.203 0.208 0.093 -0.55
C 3.27517 -2.22274 -3.85863 -0.234 -0.582 0.304 0.67
O 4.17070 -1.27563 -4.12759 -0.242 0.496 0.292 -0.34
C 4.32152 -1.10833 -5.54476 -0.312 -0.344 0.491 -0.26
C 3.30263 -2.12522 -6.12163 1.563 0.309 -0.658 -0.24
O 2.91118 -2.87528 -4.98326 -0.590 0.163 -0.699 -0.32
H 4.06458 -0.07924 -5.78365 0.289 -0.002 -0.118 0.25
H 5.36489 -1.36063 -5.72487 -0.101 0.209 -0.513 0.26
H 3.81966 -2.75082 -6.85017 -0.125 -0.379 0.238 0.25
H 2.50949 -1.64207 -6.69001 -0.514 -0.043 0.641 0.27
O 0.69775 3.94270 6.53178 0.143 -0.154 -0.103 -0.54
C 0.60848 3.33036 5.51686 -0.297 0.278 0.029 0.54
O 0.59007 3.88805 4.28362 -0.102 -0.125 -0.010 -0.45
C 0.58941 2.84282 3.29826 0.362 0.206 0.078 0.03
C 0.14557 1.61315 4.09000 0.655 -0.036 -0.377 0.60
O 0.46657 1.98847 5.43090 0.051 0.055 0.231 -0.38
H 0.02601 3.16685 2.42789 -0.295 -0.206 0.148 -0.11
H 1.61846 2.68898 2.96557 -0.017 0.077 -0.020 0.34
H 0.81681 0.80862 3.79702 -0.459 -0.336 0.124 -0.31
H -0.90102 1.31201 4.06117 -0.007 0.146 -0.258 0.20
O -6.03800 -1.20155 2.88892 0.562 0.460 0.011 -0.58
C -5.23700 -1.24140 2.00155 -1.072 -1.024 0.194 0.55
O -3.92860 -1.52241 2.14715 0.276 0.224 -0.058 -0.43
C -3.32399 -1.51503 0.85982 1.583 -0.002 -0.614 0.76
C -4.45534 -1.54594 -0.13682 -1.090 0.741 0.073 -0.02
O -5.56927 -1.17911 0.70974 -0.262 0.038 -0.155 -0.40
H -2.69045 -0.63436 0.71535 -0.380 0.266 0.244 -0.64
H -2.62385 -2.34892 0.76640 -0.371 -0.285 0.156 0.30
H -4.67066 -2.50275 -0.60542 0.117 -0.045 0.218 0.29
H -4.44154 -0.75819 -0.88602 0.600 -0.214 -0.109 0.19
```
Forces are in eV/Å.

As for the orbital gap: 10.81 eV. As for the molecular weight: 704.50 g mol⁻¹. Its energy relative to the best compared isomer or geometry (same formula, charge and spin) is 23.3 kcal/mol. Its SMILES is O=C1OCCO1.O=C1OCCO1.O=C1OCCO1.O=C1OCCO1.O=C1OCCO1.O=C1OCCO1.O=C1OCCO1.O=C1OCCO1. As for the multiplicity: 1. For the total energy, the calculation gives -74546.809 eV.

Molecular formula: C24H33BiCl2N4O3S
Method: DFT, ωB97M-V/def2-TZVPD

Geometry as XYZ:
```
68
Properties=species:S:1:pos:R:3:forces:R:3:mulliken_charge:R:1
O -1.61731 -1.09554 -0.72324 -0.238 1.179 1.880 -0.63
C -2.46992 -1.68270 -1.46101 2.053 -1.291 0.917 -0.72
C -3.89175 -1.84102 -1.06589 0.412 1.160 -0.526 0.90
C -4.29552 -2.05998 0.27180 -0.485 -0.619 -0.478 -0.39
H -3.54622 -2.22623 1.03319 0.030 0.040 0.056 0.44
C -5.66090 -2.21263 0.55618 0.207 0.423 -0.032 -0.53
H -6.00653 -2.46035 1.55563 0.310 0.054 0.022 0.36
C -6.64447 -2.00251 -0.41144 -0.050 -0.028 -0.555 -0.42
H -7.71237 -2.06530 -0.17760 0.476 -0.097 0.059 0.35
C -6.25432 -1.68748 -1.71710 0.640 0.140 -0.020 -0.56
H -6.97604 -1.52676 -2.51825 0.045 0.048 0.328 0.36
C -4.89548 -1.55255 -2.01511 -0.162 -0.819 -0.050 -0.50
H -4.54977 -1.27626 -3.00987 -0.402 0.006 0.077 0.41
H -2.61577 -1.56576 -3.00730 -0.390 -0.558 -1.679 -0.37
C -1.84820 -3.78680 -2.89182 1.437 -0.374 -1.348 -1.28
C -1.70345 -2.24451 -2.79318 -4.044 0.047 2.005 1.27
H -1.02882 -4.05532 -3.64091 -0.923 -0.108 0.950 0.39
H -2.78037 -4.09505 -3.39705 0.235 0.307 0.357 0.30
H -1.71997 -4.45258 -1.97260 -0.074 1.446 -0.924 0.22
C -0.68567 -1.42138 -3.26021 1.905 1.050 -1.233 -0.51
C 0.76714 -1.81778 -3.43352 0.615 1.035 -0.263 -1.19
H -0.89436 -0.35754 -3.60906 -0.036 -1.585 0.879 0.30
H 1.05897 -2.48149 -4.28283 -0.461 0.024 0.598 0.41
H 1.27028 -2.15772 -2.50246 -0.345 -0.187 -0.446 0.17
H 1.27021 -0.85611 -3.68489 0.016 -0.577 0.150 0.31
Bi -0.11406 0.26065 0.37280 -0.905 -1.548 -1.338 2.35
Cl 0.07389 -2.17638 1.32143 -0.297 -0.084 0.433 -0.69
Cl -1.72918 1.86224 -1.17189 -0.287 0.326 0.174 -0.69
C 2.92396 -1.35614 0.63158 -0.312 0.054 0.082 0.39
O 2.27151 -0.30508 0.45471 0.936 -0.655 0.054 -0.78
N 4.24510 -1.36659 0.82798 0.054 0.078 -0.103 0.19
C 4.97716 -0.09537 0.84210 0.012 -0.452 0.158 -0.90
C 4.98065 -2.61194 1.10060 -0.405 0.364 -0.076 -0.83
H 2.42741 -2.35123 0.66754 0.256 0.606 -0.102 0.17
H 4.29064 0.69756 0.53062 0.268 -0.180 0.092 0.19
H 5.83671 -0.17088 0.16707 -0.167 0.100 0.058 0.32
H 5.34667 0.08656 1.85944 -0.067 0.113 -0.200 0.32
H 4.27125 -3.44800 1.02874 0.330 0.216 0.038 0.26
H 5.41070 -2.58076 2.11151 -0.123 -0.024 -0.242 0.31
H 5.79387 -2.74770 0.37382 -0.271 0.049 0.152 0.31
H 3.29773 4.37317 -2.59036 -0.170 -0.511 -0.103 0.31
H 0.74059 5.64830 -2.70371 -0.101 -0.245 -0.176 0.33
C 2.69750 3.46542 -2.80277 -0.434 -0.156 -0.134 -0.85
C 0.50062 4.61269 -2.99946 0.028 0.284 0.338 -0.97
N 1.34062 3.65773 -2.28183 0.147 0.124 0.388 0.19
H 3.14617 2.57061 -2.34173 -0.188 0.464 -0.264 0.23
C 0.92799 3.15700 -1.10717 -0.054 -0.823 0.426 0.16
O 1.44405 2.17285 -0.52169 -0.219 1.471 -0.500 -0.82
H -0.56078 4.40616 -2.79095 0.432 0.043 -0.150 0.32
H 0.02964 3.66267 -0.67467 0.652 -0.350 -0.511 0.45
H 2.59394 3.34995 -3.89746 0.374 -0.113 0.519 0.31
H 0.70711 4.50185 -4.07164 -0.241 0.013 0.284 0.32
N -1.46968 3.30838 1.69149 -0.636 1.290 -0.661 -0.21
C -0.81901 2.70686 2.66698 0.922 -1.899 0.782 0.67
N -0.39973 1.42618 2.60012 -1.018 0.963 0.071 -0.33
C 0.18085 0.99293 3.79881 0.567 0.735 0.695 -0.23
C 0.70051 -0.27513 4.11824 -0.114 0.192 -0.593 -0.29
C 1.54328 -0.43117 5.21629 -0.257 0.326 0.343 -0.70
C 1.78960 0.63788 6.09878 -0.305 0.409 -0.709 -0.47
C 1.20575 1.89394 5.83316 0.061 -0.359 0.358 -0.39
C 0.36577 2.03702 4.72498 0.466 0.116 0.215 0.53
S -0.44693 3.53048 4.18967 0.362 -1.059 -0.448 -0.27
H -1.68779 4.31048 1.78650 0.163 -1.073 -0.186 0.23
H -1.74752 2.82091 0.81151 0.180 0.270 0.479 -0.08
H 0.44018 -1.10594 3.46150 0.383 0.167 0.151 0.45
H 2.03053 -1.39495 5.39401 -0.378 0.296 -0.027 0.39
H 2.43967 0.48971 6.96332 -0.187 0.187 -0.316 0.37
H 1.43368 2.75839 6.46856 -0.226 -0.437 -0.176 0.34
```
Forces are in eV/Å.

As for the orbital gap (alpha / beta): 4.17 / 5.13 eV. As for the molecular weight: 737.51 g mol⁻¹. Its energy relative to the best compared isomer or geometry (same formula, charge and spin) is 115.8 kcal/mol. As for the multiplicity: 1. For the total energy, the calculation gives -79243.179 eV.

Molecular formula: C24H33Br3N4O12PS
Method: DFT, ωB97M-V/def2-TZVPD

Geometry as XYZ:
```
78
Properties=species:S:1:pos:R:3:forces:R:3:mulliken_charge:R:1
C -5.93201 1.52845 -1.02053 1.020 0.812 1.048 -0.97
C -5.13952 0.81863 0.27330 3.471 -0.581 -0.578 -0.16
Br -6.30878 0.25862 1.76614 1.021 0.574 -1.508 -0.08
C -3.66752 0.56788 0.31107 -6.389 2.721 -1.950 -0.04
Br -2.82199 1.13645 -1.47317 -0.554 -0.899 2.382 0.05
N -2.82152 -0.03837 1.35535 2.643 -0.629 -1.872 1.45
C -2.48523 -1.41115 0.73220 0.392 -3.399 -1.636 -0.65
C -3.77921 -2.24890 0.18495 0.067 -1.432 0.047 -0.50
C -3.45291 -3.86389 0.46770 -1.357 0.783 0.856 -0.69
S -2.17132 -4.47121 -0.76603 5.822 -5.304 0.016 1.08
O -1.91497 -6.01047 -0.57394 -2.455 6.060 -0.816 -0.59
O -0.77984 -3.78964 -0.63293 -5.462 -0.397 -0.511 -0.54
O -2.83124 -4.23567 -2.33074 1.214 1.060 2.215 -0.49
C -1.44152 0.66300 1.32107 4.550 1.975 1.101 -1.13
P -1.35337 2.57306 1.45365 1.791 2.634 -5.277 0.38
O -0.44671 3.11742 0.26321 -2.362 -2.046 3.692 -0.46
C -0.42364 0.24350 2.58448 -0.735 -0.837 0.698 -0.27
C 0.93202 -0.60526 2.22716 0.544 1.208 0.493 -0.61
C 1.88253 -0.54250 3.60210 -0.867 0.127 0.958 -0.52
N 2.65215 -1.82691 3.81598 -0.955 0.041 0.331 -0.63
C -1.56845 -0.37395 3.56980 1.909 0.660 1.657 -0.50
N -1.37937 -1.72598 4.22667 0.459 0.172 -1.575 -0.51
C -3.05090 -0.15174 2.81223 0.356 -1.848 5.860 -0.61
N -3.81558 -1.27628 3.46005 -1.614 0.777 -1.845 -0.30
Br -3.67305 1.42911 3.93148 -0.063 0.557 -1.703 0.04
H -5.37029 2.56912 -1.17314 -1.189 -2.337 0.160 0.34
H -5.83684 0.88724 -1.99868 -0.247 1.182 2.120 0.28
H -7.03392 1.79523 -0.72023 2.228 -0.936 -0.558 0.34
H -1.77812 -1.30474 -0.22459 -1.508 0.310 2.431 0.50
H -1.91041 -2.12338 1.46106 -1.011 1.879 -1.006 0.13
H -4.80049 -2.00659 0.69124 1.979 -0.326 -0.800 0.22
H -3.93447 -2.15933 -0.97511 0.351 0.173 2.313 0.40
H -3.02313 -4.04404 1.56353 -0.528 0.319 -2.574 0.31
H -4.45102 -4.51521 0.42342 2.401 1.305 -0.430 0.41
H -2.37455 -3.45594 -2.77210 -0.422 -1.207 0.830 0.38
H -0.72426 0.45870 0.42569 -2.244 0.293 0.951 0.82
H -0.79516 3.07183 2.68342 -0.867 -0.784 -0.279 0.16
H -2.69206 3.12575 1.20696 0.828 -0.704 0.902 0.08
H 0.01490 1.12811 3.23849 -1.140 -1.318 -1.991 0.57
H 0.75026 -1.70052 1.85674 0.352 2.097 0.682 0.23
H 1.53068 0.05075 1.42974 -1.451 -1.742 1.394 0.23
H 2.60314 0.40097 3.58890 -1.440 -2.144 -0.236 0.32
H 1.18722 -0.38435 4.55962 1.088 0.022 -2.038 0.33
H 2.02380 -2.64700 3.62930 0.789 1.127 0.185 0.25
H 2.94827 -1.93539 4.81925 -0.376 0.402 -1.425 0.26
H -1.53753 0.34934 4.51154 -0.355 -1.672 -2.189 0.47
H -1.42675 -2.51869 3.54949 -0.019 0.931 0.699 0.27
H -0.45109 -1.82239 4.69633 -0.994 0.615 -0.631 0.34
H -4.40584 -0.85287 4.22288 0.925 -0.837 -1.147 0.34
H -4.47809 -1.76511 2.82833 0.548 0.634 0.435 0.27
C 3.56141 4.66267 -4.50509 -0.112 0.569 0.146 -0.75
C 3.27383 3.40540 -4.16261 1.212 -1.326 -1.473 0.31
C 2.31648 3.10286 -3.06281 -0.547 -0.213 0.636 0.93
O 2.05764 1.93756 -2.78337 0.241 0.480 -0.259 -0.61
C 1.71460 4.23547 -2.34201 -0.001 -0.454 -0.024 -1.08
C 2.00497 5.49265 -2.68238 -0.994 1.056 1.201 0.29
C 2.94084 5.79474 -3.79997 0.727 0.553 -0.816 0.85
O 3.17396 6.96045 -4.10150 -0.391 -0.711 0.482 -0.61
O 1.44501 6.56179 -2.00742 1.109 -0.915 -1.351 -0.58
O 3.85521 2.33619 -4.81906 -1.566 1.838 1.323 -0.57
H 4.25372 4.89690 -5.30395 -0.059 -0.018 0.048 0.45
H 1.03430 4.00148 -1.53320 -0.018 -0.019 0.031 0.75
H 1.80977 7.36394 -2.44102 -0.130 -0.319 0.149 0.35
H 3.48580 1.53418 -4.38942 0.471 0.081 -0.177 0.35
C 4.58933 -0.20065 -1.69960 -0.115 0.101 -0.482 -0.66
C 4.81924 -1.00759 -0.66195 0.195 1.182 1.517 0.20
C 4.89044 -2.48531 -0.83201 0.142 -1.155 0.289 0.89
O 5.12199 -3.19990 0.13689 -0.198 0.825 -0.554 -0.62
C 4.67125 -3.03538 -2.17885 0.054 -0.019 0.369 -0.86
C 4.43791 -2.22848 -3.21572 -0.178 -1.165 -1.526 0.29
C 4.39420 -0.74968 -3.05029 -0.048 0.913 0.113 0.97
O 4.19590 -0.03290 -4.02551 0.063 -1.336 0.501 -0.67
O 4.22835 -2.73889 -4.48370 0.159 1.461 1.406 -0.58
O 5.00100 -0.49901 0.61100 -0.208 -1.381 -1.447 -0.58
H 4.53723 0.87533 -1.59064 -0.001 -0.067 -0.016 0.43
H 4.70798 -4.11199 -2.28521 0.009 0.062 0.005 0.45
H 4.08315 -1.95641 -5.05915 0.095 -0.361 0.194 0.34
H 5.15217 -1.28110 1.18525 -0.054 0.269 -0.165 0.35
```
Forces are in eV/Å.

As for the orbital gap: 7.00 eV. As for the molecular weight: 872.30 g mol⁻¹. As for the total charge: +1. As for the multiplicity: 1. For the total energy, the calculation gives -286186.054 eV.